[1]
97
Properties=species:S:1:pos:R:3:forces:R:3:lowdin_charge:R:1 method="wB97M-V/def2-TZVPD" e_tot_ha=-9255.7087 homo_ev="-1.65 / -1.55" total_charge=-2 e_lumo_ev="3.85 / 3.84" gap_ev="5.499 / 5.395" de_lowest_ev=0.264 s2=0.756 multiplicity=2
H 0.9386 3.4091 1.0221 -0.015 -0.015 -0.016 0.05
H -4.6117 -1.1529 -2.7970 0.009 0.022 -0.032 0.10
S 2.0096 5.7650 -1.0220 -0.021 -0.020 -0.011 -0.32
C -2.4653 3.9897 1.1364 0.000 -0.007 0.009 -0.10
C -1.7184 -3.5361 2.9651 0.006 0.001 -0.002 -0.12
C -3.2849 -1.1939 -5.5837 0.001 -0.012 -0.007 -0.11
C -1.0205 4.3487 0.8055 -0.009 0.020 0.013 -0.30
H -5.3677 -3.4949 -2.6993 -0.002 -0.003 -0.004 0.10
C 2.0124 6.2022 3.8207 0.006 -0.001 -0.007 -0.32
H -3.6936 -1.7954 -6.3874 0.000 -0.003 0.000 0.09
C -2.1901 -1.6480 -4.8579 0.007 -0.007 0.025 -0.09
H -3.7181 -1.2521 1.3825 0.000 -0.004 -0.003 0.07
H -2.6653 4.1333 2.1983 -0.001 0.005 -0.002 0.06
C 0.6968 -5.1291 -2.7976 -0.014 0.001 -0.007 -0.09
H 3.8272 6.9115 2.8641 0.006 0.000 0.005 0.07
C -1.9739 -5.2596 1.3206 -0.005 0.003 -0.009 -0.11
Ru 0.3337 -1.0518 0.6286 -0.108 0.024 0.099 0.25
H 1.8497 -4.7112 -1.0401 0.001 0.000 0.000 0.11
H 3.4973 -1.7221 2.9035 0.003 -0.002 -0.002 0.12
Se -1.0914 -0.2023 2.4445 0.057 0.000 -0.031 0.10
H 1.0421 5.9586 1.8945 0.005 -0.008 0.005 0.06
C -4.6032 -1.6819 -1.8517 0.002 0.006 0.024 -0.04
S 1.6824 -0.9087 -1.3566 -0.048 -0.020 -0.041 -0.05
H -1.7236 -5.6942 0.3608 0.001 0.002 0.001 0.10
H -1.7411 -2.6040 -5.0953 0.004 -0.028 0.002 0.09
H 2.1484 0.6784 1.3221 -0.009 0.000 -0.004 -0.05
P 0.0092 -3.2414 0.8051 0.017 0.023 -0.057 0.93
H -5.3201 -4.7297 -0.5475 -0.002 -0.009 -0.001 0.09
C -1.6407 1.1909 -2.4282 -0.119 -0.080 0.066 -0.32
H -3.1599 4.6073 0.5611 0.008 -0.004 -0.008 0.07
H -0.4047 2.4526 1.6638 0.053 0.025 0.072 0.01
H -4.1333 0.9316 -1.5914 0.007 -0.011 -0.024 0.09
O 2.5278 0.1078 2.0432 0.008 -0.014 0.002 -0.11
C 1.3955 -5.5578 1.5621 0.000 0.008 0.010 -0.10
H -2.5509 -4.2742 -3.2408 -0.003 0.011 -0.006 0.09
H 2.3501 -7.3803 2.1560 0.001 -0.001 0.000 0.09
C 1.3954 -4.1605 1.5728 0.001 0.006 0.004 -0.26
C -0.5396 -5.0215 -3.4183 0.011 -0.001 0.007 -0.10
S 1.1490 0.9200 -0.5373 0.302 -0.006 0.162 -0.03
H -4.0425 0.9137 0.1811 -0.011 -0.024 0.006 0.08
H -4.4913 -3.5971 1.4966 0.006 0.030 -0.058 0.09
C -5.0258 -3.0044 -1.7953 0.017 -0.007 0.022 -0.10
H -0.8335 4.2437 -0.2652 -0.021 0.003 -0.005 0.04
S -0.4193 4.5051 -3.1689 -0.007 0.069 -0.017 -0.30
C 2.6309 -2.0476 2.3380 0.004 0.003 -0.015 -0.10
H 1.5270 -5.5950 -3.3148 0.000 0.000 -0.001 0.09
H -3.7230 1.7867 -4.0423 0.016 0.002 0.002 0.11
C -2.6682 -4.1577 3.7641 0.001 0.006 0.006 -0.09
S -1.8964 0.5930 -0.7259 0.032 0.163 -0.117 0.81
H 4.2089 -3.7383 3.4109 0.001 0.000 0.001 0.10
C 2.9447 7.3185 3.3617 -0.007 -0.001 0.000 -0.12
C -4.1184 -1.7398 0.4993 -0.019 -0.016 -0.031 -0.04
C -1.5873 -4.3895 -2.7597 0.004 0.018 -0.019 -0.09
H -2.0298 2.2124 -2.4303 0.041 -0.016 0.007 0.05
C 3.4138 -4.2567 2.8881 0.001 0.000 0.000 -0.05
C -5.0012 -3.6949 -0.5910 0.009 0.019 -0.024 -0.11
C -2.9210 -5.8851 2.1199 0.003 0.002 -0.002 -0.11
C 2.4272 -3.4880 2.2438 -0.013 0.006 -0.002 -0.18
H -4.6843 0.4138 -5.8566 0.002 0.001 -0.001 0.09
C -4.5413 -3.0592 0.5559 0.013 0.006 0.053 -0.09
O -1.3925 -0.8392 -0.7010 0.065 -0.091 0.001 -0.73
C -1.6540 -0.8840 -3.8319 -0.017 0.001 -0.003 -0.02
C 3.3981 -5.6338 2.8638 -0.004 0.000 0.000 -0.10
H -0.7960 -1.2291 -3.2639 0.002 -0.003 0.002 0.09
C -3.7297 0.4017 -0.7294 0.006 -0.016 -0.018 -0.25
H 3.2782 7.9314 4.2024 0.002 0.002 -0.001 0.06
C -3.3043 0.8106 -4.2627 -0.031 0.005 0.021 -0.06
H -1.2536 -2.6117 3.2939 -0.002 -0.002 -0.001 -0.01
C -0.0178 3.4703 1.5482 -0.122 -0.025 -0.055 -0.38
H 2.5200 5.5682 4.5548 0.001 0.001 0.004 0.10
O -0.7801 4.8152 3.7686 0.029 -0.012 0.018 -0.55
C 0.8784 -4.6331 -1.5131 -0.005 0.004 0.000 -0.10
H 4.1770 -6.1921 3.3690 0.001 -0.001 0.000 0.09
H -0.5542 1.2575 -2.4821 -0.020 0.016 -0.015 0.03
C 2.3793 -6.2981 2.1871 0.008 0.000 0.001 -0.09
H -0.6819 -5.4138 -4.4188 0.000 0.002 0.000 0.09
C -1.4012 -3.8756 -1.4873 -0.025 0.035 0.048 -0.10
H -0.8449 5.4022 1.0345 0.014 -0.007 -0.030 0.09
H 2.3818 4.8450 2.1578 -0.001 -0.006 0.012 0.09
C -1.3602 -4.0773 1.7327 0.008 -0.003 0.011 -0.31
H -4.0169 -5.8184 3.9668 0.000 0.000 -0.001 0.09
C 1.5486 5.3530 2.6499 0.007 0.032 -0.011 -0.40
H -3.3912 -6.8000 1.7783 -0.002 -0.002 -0.001 0.10
As 1.5660 4.3439 -2.5026 0.004 0.017 0.013 0.00
H -2.9380 -3.7128 4.7142 0.000 0.000 0.000 0.10
C -3.2719 -5.3352 3.3454 -0.007 -0.012 -0.002 -0.12
H 1.1346 6.6203 4.3185 -0.001 -0.002 -0.001 0.10
C -4.1599 -1.0347 -0.7027 -0.089 -0.020 0.028 -0.27
H -2.2128 -3.3473 -0.9952 0.048 -0.038 -0.037 0.09
C -2.2157 0.3550 -3.5222 0.004 -0.006 0.031 -0.26
S 0.3983 4.0751 3.2051 0.004 0.003 -0.038 0.90
H -2.6603 2.9409 0.8981 -0.003 -0.019 0.004 0.04
H 2.4428 7.9691 2.6431 -0.002 0.002 0.002 0.07
H 0.5940 -6.0745 1.0485 -0.005 0.001 -0.003 0.10
C -3.8405 0.0425 -5.2871 -0.002 -0.009 0.017 -0.11
C -0.1732 -4.0213 -0.8394 -0.051 0.000 -0.004 -0.35
N 1.9557 -1.1123 1.7753 -0.047 -0.013 -0.030 -0.26

---

[2]
91
Properties=species:S:1:pos:R:3:forces:R:3:lowdin_charge:R:1 method="wB97M-V/def2-TZVPD" e_tot_ha=-3764.8552 homo_ev="-1.14 / -1.84" total_charge=-1 e_lumo_ev="2.36 / 2.36" gap_ev="3.505 / 4.205" de_lowest_ev=1.728 multiplicity=1
C 1.1174 -6.3019 0.0785 0.186 -0.308 -0.046 -0.16
H -5.8658 1.0091 1.7086 -0.040 -0.014 -0.001 0.09
H -2.3580 3.5938 1.0022 -0.026 -0.019 0.048 0.03
H 1.7397 -0.3149 3.1941 -0.090 -0.071 0.020 0.08
C 6.3495 1.5008 0.4837 0.742 -0.399 -0.401 -0.10
H 1.7137 -2.9652 -0.0136 0.066 0.023 0.000 0.06
C -2.5705 0.3395 2.0886 0.020 0.078 0.197 -0.25
H 5.2210 -1.8420 -1.0938 -0.051 -0.079 -0.084 0.11
C -0.7378 4.6754 -2.0946 -0.076 0.404 -0.131 -0.11
C 1.3605 4.0439 0.4253 -0.212 -0.301 -0.260 -0.24
C -0.2469 2.3421 -2.5817 -0.370 2.047 -0.135 -0.36
C -2.0670 0.6697 0.8211 -1.405 0.406 0.185 -0.22
H -0.2317 1.8648 -4.6764 -0.041 -0.049 -0.053 0.09
C -5.1374 -2.5246 -0.1887 -0.193 -0.065 -0.007 -0.12
H -2.6775 1.4443 -1.0927 -0.060 -0.039 -0.072 0.08
H -1.1448 5.9406 -3.7854 0.007 0.032 0.048 0.10
C -3.2200 -2.7238 1.2448 0.004 -0.032 -0.082 -0.06
H 2.5935 0.9684 -2.5396 0.055 0.016 0.006 0.04
H -1.9898 -5.0245 0.4992 -0.011 -0.041 -0.018 0.10
Ti -0.0490 0.3422 0.5232 0.888 0.431 -1.128 0.49
C -0.8952 4.9454 -3.4416 0.174 -0.860 -0.646 -0.08
C -0.2145 -3.8281 0.2473 -0.183 0.675 0.042 -0.18
C 3.1831 -0.5683 0.1643 -0.209 -0.386 0.174 -0.17
C -4.5923 -2.7019 1.0714 -0.197 -0.055 0.069 -0.10
N -0.2365 0.2190 2.8111 -0.127 0.062 0.250 -0.33
H 1.6222 -7.2548 -0.0084 0.048 -0.051 0.032 0.07
C -0.3926 2.6478 -3.9468 0.199 -0.568 0.575 -0.10
C 1.7882 0.3700 -2.9605 -0.298 0.476 0.468 -0.22
H -2.8130 -2.8845 2.2347 0.086 0.026 0.025 0.11
C 1.8291 -5.1096 -0.0271 -0.001 -0.133 0.038 -0.13
H -0.8225 4.1093 -5.4379 -0.011 0.004 -0.010 0.10
H 2.0501 -0.6839 -2.8663 -0.110 -0.006 0.053 0.04
H -1.8761 -0.3692 -2.6857 -0.068 -0.072 0.000 0.03
P 0.2047 0.6965 -2.0205 0.140 -1.697 -0.296 0.92
C -1.5947 -0.2362 3.0883 -0.451 -0.128 -0.053 -0.16
H -5.2455 -2.8219 1.9263 -0.038 0.023 0.063 0.10
H -5.0597 1.5912 -0.5489 -0.033 0.039 -0.061 0.09
H -0.8291 -0.1722 -4.1072 0.018 -0.002 -0.143 0.03
C 5.0463 1.0769 0.6134 -0.473 -0.274 -0.081 -0.02
H -0.8467 5.5009 -1.4004 -0.030 -0.080 0.062 0.09
H 2.9686 -1.0132 1.1499 -0.025 0.091 -0.340 0.14
C -1.4009 4.1151 0.9798 0.078 -0.225 -0.367 -0.24
C -0.8646 -2.5329 0.2878 -0.797 -2.413 0.036 -0.37
H 2.1264 3.7067 -0.2722 0.119 -0.003 0.044 0.04
C -0.9176 -5.0446 0.3525 -0.144 -0.120 -0.020 -0.06
C 5.5450 -0.9121 -0.6490 -0.811 0.337 0.486 -0.03
H -0.8496 2.2029 2.9486 0.040 -0.036 0.060 0.07
H 1.6609 0.6261 -4.0127 -0.023 -0.055 -0.029 0.03
O 1.6538 0.9022 1.1538 1.731 0.722 1.246 -0.40
H 0.6181 -1.6774 2.9517 0.050 0.095 0.000 0.09
C -2.9275 -2.4489 -1.1070 -0.130 -0.044 0.117 -0.04
H -6.2110 -2.4977 -0.3236 -0.053 0.026 0.029 0.09
C 6.8545 -0.5106 -0.7806 0.610 0.410 0.115 -0.12
H -1.0705 4.2956 2.0038 0.048 -0.064 -0.028 0.04
C -4.8145 0.9188 1.4647 -0.214 0.053 0.013 -0.12
H -4.2701 0.2093 3.4048 0.034 -0.030 0.081 0.10
C -0.0560 1.5630 3.3373 0.032 0.265 0.231 -0.09
H -1.5338 5.0752 0.4843 0.016 0.104 0.034 0.02
C -0.8526 -0.4261 -3.0493 -0.010 0.560 0.162 -0.25
C 1.1807 -3.9014 0.0673 0.180 0.110 0.007 -0.06
H -2.2734 -2.4081 -1.9617 0.096 0.046 -0.086 0.09
C -0.7144 3.9051 -4.3800 -0.282 1.245 0.411 -0.09
Cl 8.9224 1.1879 -0.3303 0.065 0.038 -0.062 0.63
P -0.1582 3.0146 0.1288 -0.092 0.585 1.244 0.92
C 4.6188 -0.1317 0.0609 0.441 -0.042 -0.345 -0.17
H 0.6050 -0.7679 4.4969 -0.048 0.037 -0.114 0.09
O 2.2851 0.5036 -0.0544 0.742 -0.091 -0.666 -0.32
H -1.5995 -1.3263 2.9920 0.045 0.072 0.005 0.11
H 4.3257 1.6922 1.1333 -0.111 0.045 0.029 0.12
H 1.1587 5.1025 0.2579 0.020 0.045 -0.011 0.03
H 2.8998 -5.1376 -0.1888 0.093 0.009 -0.005 0.08
H 2.9775 -1.3253 -0.6070 0.015 0.083 0.214 0.11
C -2.3652 -2.5655 0.1597 0.332 0.097 -0.075 -0.19
H -0.8183 -7.1753 0.3731 -0.035 -0.020 -0.014 0.09
C 0.7364 -0.6890 3.4027 0.176 -0.211 0.143 -0.08
H 0.9098 1.9506 3.0145 -0.004 0.017 0.040 0.07
C -0.4279 3.4046 -1.6265 0.159 -1.266 -1.364 -0.36
C -4.3576 1.2479 0.2015 -0.123 0.131 -0.169 -0.11
C -3.0067 1.1417 -0.0991 -0.038 -0.046 0.013 -0.14
N -0.2324 -1.4182 0.3516 0.448 0.517 0.137 -0.05
H -4.7106 -2.2903 -2.2754 -0.057 -0.019 -0.079 0.09
C -4.2975 -2.4101 -1.2822 -0.074 0.011 -0.150 -0.10
C -0.2586 -6.2515 0.2779 0.025 -0.092 -0.022 -0.13
H 7.5639 -1.1075 -1.3370 0.049 -0.010 0.035 0.10
C 7.2597 0.6884 -0.2038 -0.562 0.081 0.181 -0.67
H -0.4777 -1.4406 -2.9105 -0.011 0.037 0.111 0.04
H -0.0990 1.5721 4.4409 -0.024 -0.014 -0.047 0.09
C -3.9132 0.4704 2.4138 0.139 0.042 0.123 -0.07
H 6.6733 2.4476 0.8891 0.053 0.023 0.075 0.10
H 1.7227 3.8845 1.4407 -0.055 -0.039 0.002 0.03
H -1.8878 0.0174 4.1244 0.060 -0.107 -0.082 0.13

---

[3]
93
Properties=species:S:1:pos:R:3:forces:R:3:lowdin_charge:R:1 method="wB97M-V/def2-TZVPD" e_tot_ha=-5442.9011 homo_ev="-5.77 / -7.17" total_charge=0 e_lumo_ev="0.28 / -0.40" gap_ev="6.051 / 6.768" de_lowest_ev=0.716 s2=2.014 multiplicity=3
H -2.7809 -3.5197 -3.7036 -0.026 0.000 -0.033 0.04
H -0.4855 5.1903 -0.9829 0.015 -0.026 -0.002 0.10
C -3.0747 -1.9018 2.5465 -0.128 -0.059 0.060 -0.13
C 1.8144 2.0967 -1.1400 0.099 0.093 0.167 -0.06
Te 2.2767 -1.8954 -1.0933 -0.007 0.045 -0.054 0.67
C 2.9826 -4.0137 1.6063 -0.088 0.194 0.179 -0.31
H 0.2225 -1.8320 3.3188 -0.030 0.021 0.001 0.10
C -0.7610 0.3792 -6.7114 0.008 0.025 0.077 -0.10
H -1.1374 -1.0722 -5.1792 0.014 0.031 -0.027 0.10
C 2.3263 3.3252 -0.7420 0.006 -0.092 -0.033 -0.08
H 0.3016 2.7285 -3.8380 -0.021 -0.098 -0.115 0.10
C -3.0097 2.0877 0.8379 -0.039 0.016 -0.104 -0.08
H 5.1204 -2.1324 -0.0843 -0.072 -0.023 -0.075 0.06
C -0.0033 2.0565 -4.6317 0.069 0.044 0.031 -0.02
H -3.7749 -4.2453 -2.4290 -0.045 -0.010 -0.022 0.04
C -0.7997 -2.1947 3.2614 0.099 -0.007 0.025 -0.10
C -4.7308 2.1232 3.0062 0.037 -0.012 -0.060 -0.08
H -0.9021 -0.8493 -2.9700 -0.013 -0.060 -0.063 0.03
H -5.7770 3.6855 1.9603 0.030 -0.016 0.015 0.10
C 1.6402 -4.6998 1.5204 -0.062 -0.109 0.073 -0.09
H -2.6503 -4.9325 4.0076 -0.013 -0.004 -0.008 0.10
H 0.3725 3.5123 -6.1520 -0.003 -0.020 0.005 0.10
C -0.3707 0.8305 4.5004 -0.014 0.083 0.039 -0.08
C 1.5047 4.4435 -0.6675 -0.003 -0.040 -0.013 -0.10
H -3.8437 -1.3105 2.0630 0.025 -0.029 0.017 0.10
O 2.8070 -2.6678 2.0950 0.068 -0.509 -0.003 -0.27
C -0.3188 1.0793 3.1338 0.007 0.032 -0.149 -0.36
As -1.4077 -4.0536 -1.7079 -0.087 0.072 0.117 0.69
H 1.6496 3.3240 5.5924 -0.014 -0.010 -0.014 0.10
C -3.3853 -3.1706 3.0230 0.063 0.023 -0.008 -0.09
H -5.3968 2.1369 3.8604 0.007 0.000 -0.026 0.10
C -4.9410 2.9969 1.9416 0.056 -0.072 0.024 -0.08
C 1.0941 2.6987 4.9042 -0.018 -0.005 -0.083 -0.09
H 3.4734 -4.0049 0.6345 0.015 0.068 -0.097 0.06
H 5.8400 -2.1254 1.5332 -0.024 -0.004 0.052 0.12
C -0.3383 1.6703 -6.9960 0.019 0.004 0.100 -0.11
C -0.3426 3.0955 -1.4154 -0.154 0.248 0.003 -0.09
H 1.7322 3.7763 3.1560 -0.008 -0.007 -0.003 0.10
C 0.1652 4.3240 -1.0162 -0.043 -0.074 -0.017 -0.08
H -0.3014 2.0239 -8.0197 -0.002 -0.007 0.051 0.10
H 1.7576 -5.7077 1.1093 0.000 0.059 0.020 0.08
H 7.3446 -0.9567 -0.0493 -0.055 0.036 0.005 0.08
S -1.7576 -2.2527 -0.6813 0.002 0.381 0.081 0.19
H -0.3403 -4.0623 4.2052 -0.034 0.041 -0.009 0.10
C 6.4264 -0.4643 0.2810 0.135 0.078 -0.061 -0.07
P 2.8037 -1.3629 1.1734 -0.071 0.421 0.250 0.12
C -3.6638 1.2381 2.9838 0.014 0.088 0.066 -0.09
H 2.4532 1.2241 -1.1788 0.047 -0.010 0.005 0.06
H -2.3311 2.0749 -0.0011 0.058 -0.037 -0.110 0.07
H 0.2991 1.4364 6.4466 0.001 -0.010 -0.012 0.10
H -2.7369 -5.2889 -3.4468 -0.016 -0.003 -0.008 0.04
C -2.8317 -4.3167 -2.9649 -0.099 0.026 -0.050 -0.26
H 0.5073 2.3288 1.5855 0.001 -0.009 0.089 0.09
C 5.4266 -1.4922 0.7458 -0.122 0.100 0.163 -0.31
C 0.4416 2.1453 2.6564 0.054 0.018 -0.047 -0.10
H -1.0609 -0.2852 -7.5129 0.007 0.006 0.010 0.10
C -2.7937 1.2132 1.8919 0.015 -0.224 -0.118 -0.33
H 1.0264 -4.4823 -2.0969 0.022 -0.019 0.000 -0.02
C -0.4271 0.7572 -4.3291 -0.022 -0.081 0.213 -0.20
H -1.3752 3.0078 -1.7315 -0.048 0.039 0.048 0.11
H 3.3756 3.4046 -0.4815 -0.032 -0.004 -0.012 0.10
H -0.6229 -5.5853 0.0919 -0.024 -0.011 0.008 0.01
C 0.1625 -4.3792 -2.7465 0.107 0.074 -0.103 -0.28
C -0.1106 0.6351 -1.7913 0.454 0.224 0.449 -0.31
H 6.0191 0.1117 -0.5520 0.017 -0.033 0.049 0.08
H 1.9043 5.3983 -0.3505 0.002 -0.008 0.002 0.10
Pt 0.0682 -0.5786 -0.0455 -0.688 0.071 -0.047 0.44
H 0.3231 -3.5495 -3.4311 0.037 0.005 -0.044 0.03
H -1.6244 -6.4703 -1.0980 0.005 -0.012 0.065 0.04
H 3.6417 -4.5110 2.3146 0.043 -0.007 0.086 0.12
H -4.3945 -3.5485 2.9172 0.002 -0.003 0.006 0.10
C 0.4638 1.9596 -1.4700 -0.120 -0.294 -0.184 -0.31
C -4.0758 2.9807 0.8591 -0.006 -0.036 0.031 -0.07
C -0.4939 0.1575 -2.9698 -0.097 0.222 -0.332 -0.14
O 1.8766 -0.3502 1.7650 0.258 -0.286 -0.221 -0.40
H 0.9756 -4.1211 0.8764 -0.001 0.010 -0.013 0.03
C -2.4073 -3.9485 3.6269 -0.033 0.053 -0.027 -0.09
H -0.0343 -5.2988 -3.2989 0.101 0.011 -0.039 0.04
H -0.9667 0.0142 4.8892 0.014 -0.033 -0.024 0.10
P -1.2849 0.1675 1.8765 0.220 -0.203 0.180 0.98
O 4.2879 -0.7930 1.2764 0.198 -0.008 -0.088 -0.27
H -3.5009 0.5788 3.8288 0.007 0.004 -0.039 0.11
C -1.1116 -3.4581 3.7412 -0.017 0.081 -0.017 -0.09
C 1.1387 2.9551 3.5380 0.002 -0.041 0.040 -0.07
H -2.3861 -5.3915 0.1169 -0.025 -0.060 0.043 0.04
H -4.2264 3.6584 0.0272 0.006 -0.025 0.030 0.10
C 0.3402 1.6377 5.3834 -0.047 -0.046 -0.099 -0.08
H 1.1773 -4.7778 2.5067 0.052 0.014 -0.087 0.07
C -1.5206 -5.5504 -0.5217 -0.004 -0.169 0.077 -0.24
C -1.7875 -1.3952 2.6807 0.074 0.065 -0.066 -0.40
C -0.8021 -0.0620 -5.3955 -0.058 -0.019 -0.154 -0.06
C 0.0395 2.5018 -5.9463 -0.039 -0.075 0.011 -0.09
H 6.6736 0.2253 1.0908 -0.023 -0.067 -0.039 0.08